No. 1
Formula: H4SSi
Source: the Open Molecules 2025 dataset
Level of theory: ωB97M-V/def2-TZVPD

Last column: Mulliken charge in e.
Cartesian coordinates (Å):
H  0.28  -1.78  -0.59  -0.08
H  0.68  1.56  -0.61  -0.08
S  -2.02  0.11  -0.08  -0.26
H  0.65  -0.72  1.41  -0.05
Si  0.02  -0.57  0.13  0.33
H  -2.62  -0.32  -1.12  0.14

Calculated values
energy relative to the best compared isomer or geometry (same formula, charge and spin): 308.8 kJ/mol
calculated total energy: -689.952843 Eh
total charge: 0
Kohn-Sham gap: 0.3097 hartree

=====

No. 2
Formula: H50O25
Source: the Open Molecules 2025 dataset
Level of theory: ωB97M-V/def2-TZVPD

Last column: Mulliken charge in e.
Cartesian coordinates (Å):
O  10.25  1.34  3.54  -0.58
H  12.44  5.36  -1.17  0.27
O  8.75  2.97  -4.75  -0.78
H  8.96  7.12  -4.70  0.27
H  10.30  2.22  -5.47  0.45
O  10.96  1.62  -5.80  -0.66
O  11.90  3.70  3.46  -0.62
H  13.94  1.86  2.16  0.40
H  9.74  1.79  4.22  0.25
H  10.93  6.30  -1.79  0.26
H  9.00  -0.59  0.23  0.29
H  8.80  2.38  2.51  0.35
O  9.28  6.79  -3.86  -0.64
H  5.78  2.82  2.82  0.30
H  6.55  2.57  -3.77  0.26
H  11.11  1.20  3.94  0.25
H  9.96  -0.16  1.31  0.18
O  8.35  0.80  -3.05  -0.22
H  11.24  4.67  -0.55  0.41
H  12.01  3.11  2.72  0.32
H  7.41  1.60  -0.46  0.24
H  12.10  1.60  -3.09  0.27
H  7.55  -2.61  -3.00  0.23
H  9.73  1.47  -0.24  0.11
H  7.00  5.22  -2.41  0.26
O  5.61  2.77  1.88  -0.65
O  11.41  0.93  -3.07  -0.52
H  10.95  1.04  -3.91  0.26
H  7.64  0.91  -2.41  0.16
H  12.69  2.99  0.22  0.23
O  11.79  -1.22  -1.19  -0.67
H  12.35  1.53  0.43  0.18
H  11.73  2.17  -5.97  0.32
H  12.99  3.66  -2.41  0.33
H  8.57  2.06  -4.52  0.35
H  12.23  -0.35  3.15  0.29
H  12.59  -1.56  3.99  0.30
H  14.76  0.64  2.51  0.32
O  9.78  -0.05  0.38  -0.61
H  8.39  -0.14  -3.20  0.18
H  6.38  0.49  -0.47  0.26
O  6.05  2.21  -4.50  -0.60
H  11.75  -3.07  -0.81  0.37
H  6.48  2.80  1.48  0.38
O  12.52  -1.26  3.09  -0.60
O  8.35  2.79  1.77  -0.40
O  14.51  1.51  2.84  -0.62
H  5.69  1.39  -4.16  0.32
O  7.77  4.71  -2.64  -0.58
H  7.43  -2.37  -0.48  0.21
O  7.64  -1.62  0.07  -0.53
H  9.01  5.87  -3.84  0.34
O  9.49  2.32  -0.61  0.05
O  11.42  -3.87  -0.40  -0.62
O  7.56  5.09  3.28  -0.61
O  12.61  2.32  0.90  -0.42
H  11.28  -0.67  -0.60  0.36
O  13.41  2.84  -2.70  -0.67
H  7.23  5.66  2.58  0.30
H  10.30  6.68  -0.47  0.27
O  6.70  1.23  -0.98  -0.66
H  11.78  -0.76  -2.02  0.33
H  9.86  2.31  -1.49  0.00
O  10.14  6.17  -1.26  -0.55
H  12.05  4.57  3.10  0.27
H  8.56  3.47  -3.95  0.31
O  7.90  -1.86  -3.47  -0.52
H  8.29  -2.23  -4.26  0.27
H  10.80  -4.23  -1.03  0.27
H  8.18  4.50  -1.80  0.22
H  6.97  -1.63  0.76  0.28
O  12.19  4.58  -0.67  -0.78
H  7.96  4.36  2.82  0.37
H  8.93  2.63  1.02  0.34
H  14.22  2.80  -2.19  0.28

Calculated values
energy relative to the best compared isomer or geometry (same formula, charge and spin): 353.4 kJ/mol
calculated total energy: -1911.004968 Eh
total charge: 0
Kohn-Sham gap: 0.3637 hartree

=====

No. 3
Formula: H50O25
Source: the Open Molecules 2025 dataset
Level of theory: ωB97M-V/def2-TZVPD

Last column: Mulliken charge in e.
Cartesian coordinates (Å):
H  11.90  2.40  8.03  0.26
H  18.42  7.25  0.01  0.44
H  14.58  1.82  3.34  0.29
H  13.61  5.44  0.10  0.27
H  18.10  5.87  -0.54  0.37
O  14.21  5.12  3.62  -0.02
H  11.77  1.48  5.69  0.46
H  11.01  8.14  1.90  0.34
H  15.01  5.56  3.32  0.22
H  17.75  5.16  3.91  0.57
H  14.75  1.57  6.79  0.30
H  14.84  5.46  9.91  0.32
O  15.47  7.85  -1.63  -0.60
H  17.97  1.71  5.39  0.26
O  16.69  6.27  3.17  -0.74
H  9.89  2.61  6.26  0.34
O  15.42  1.15  7.32  -0.64
H  14.84  8.89  4.10  0.31
H  18.60  5.28  5.15  0.23
H  13.24  1.38  5.35  0.37
O  12.58  1.05  5.96  -0.62
O  14.76  4.42  6.60  -0.30
H  12.26  3.79  2.99  0.15
H  12.29  5.89  8.31  0.23
H  19.06  8.20  1.90  0.31
H  14.39  8.46  5.48  0.32
H  13.94  1.78  0.99  0.30
O  19.09  7.28  1.67  -0.66
H  18.53  3.51  -0.55  0.28
H  17.96  2.77  4.32  0.35
H  19.89  7.19  1.15  0.30
H  10.59  2.80  4.94  0.38
H  17.24  6.18  2.39  0.24
O  14.71  2.09  1.46  -0.60
O  11.86  6.69  2.92  -0.57
H  16.89  7.14  3.51  0.24
H  10.75  6.81  4.97  0.38
H  15.99  1.87  7.60  0.34
O  15.07  5.91  9.10  -0.61
H  17.08  3.64  -0.14  0.27
H  18.00  4.45  7.68  0.31
H  16.01  7.14  -1.26  0.31
H  11.09  1.38  8.81  0.32
H  16.85  4.86  8.57  0.31
H  15.48  2.18  4.51  0.21
O  14.64  1.76  4.30  -0.57
H  15.23  4.84  7.32  0.13
H  11.70  4.50  8.24  0.21
O  12.04  5.21  7.69  -0.48
H  11.99  8.87  6.81  0.34
O  17.52  4.19  8.46  -0.61
O  12.92  8.66  6.71  -0.67
O  11.11  2.31  8.57  -0.65
H  10.43  9.49  1.52  0.28
H  13.84  4.49  6.86  0.24
O  13.19  6.25  0.40  -0.57
H  13.01  7.78  7.09  0.27
H  15.54  8.56  -1.00  0.28
H  14.46  4.72  4.45  0.06
O  11.52  3.94  3.57  -0.60
O  10.73  6.71  5.93  -0.62
H  12.84  6.65  -0.40  0.27
H  15.42  1.53  1.17  0.26
O  15.17  8.72  4.98  -0.59
H  12.50  6.52  3.61  0.27
O  10.25  2.13  5.52  -0.68
O  18.46  4.73  4.38  -0.69
H  11.50  6.17  6.12  0.28
O  10.18  8.58  1.70  -0.60
O  17.86  4.15  -0.34  -0.63
H  12.29  6.39  2.12  0.31
O  18.05  6.80  -0.76  -0.65
O  17.48  2.00  4.62  -0.64
H  14.39  6.57  8.98  0.24
H  10.94  4.51  3.07  0.28

Calculated values
energy relative to the best compared isomer or geometry (same formula, charge and spin): 373.7 kJ/mol
calculated total energy: -1910.997265 Eh
total charge: 0
Kohn-Sham gap: 0.3365 hartree

=====

No. 4
Formula: H58O29
Source: the Open Molecules 2025 dataset
Level of theory: ωB97M-V/def2-TZVPD

Last column: Mulliken charge in e.
Cartesian coordinates (Å):
O  2.48  -3.46  1.22  -0.62
H  0.68  -4.46  -1.13  0.31
H  3.16  -1.32  -1.05  0.28
H  -4.01  0.59  -2.74  0.25
H  4.75  2.51  -0.78  0.26
H  -1.94  -3.47  2.47  0.34
H  4.55  -0.80  2.23  0.27
H  0.95  1.52  -4.05  0.35
O  -4.26  -2.97  3.57  -0.65
O  -3.27  0.57  -3.35  -0.59
O  -1.22  3.39  -3.25  -0.64
O  3.88  2.17  -0.57  -0.52
H  -1.61  -0.10  -2.98  0.34
O  2.90  0.76  3.98  -0.66
H  3.50  1.05  0.43  0.40
O  2.00  4.32  -0.59  -0.74
H  1.96  -3.83  0.51  0.36
H  -0.31  -0.59  -0.03  0.09
H  -0.18  2.62  -1.66  0.14
H  -4.14  -5.49  0.55  0.32
O  2.58  0.87  -2.88  -0.72
H  0.36  2.63  2.57  0.35
H  -1.58  3.65  3.17  0.28
H  -1.63  -5.25  -1.81  0.24
H  -0.36  -4.72  -0.06  0.23
H  -1.24  -2.13  2.55  0.34
H  -3.49  -2.66  3.09  0.45
O  -1.87  -4.98  -2.70  -0.58
H  -0.64  -2.34  -4.00  0.36
O  5.23  -1.38  2.59  -0.64
O  0.22  -4.04  -0.40  -0.77
O  0.42  -0.04  0.25  0.48
H  -0.95  -1.10  -2.06  0.28
H  -0.93  -2.87  -0.52  0.16
H  -1.83  3.57  -3.97  0.28
H  1.91  -2.82  1.63  0.31
H  -3.00  -4.72  -0.08  0.25
O  0.34  0.75  5.62  -0.63
H  1.73  5.13  -1.01  0.26
H  2.23  0.00  -2.69  0.40
H  4.78  -1.87  3.27  0.32
H  2.32  0.16  0.73  -0.08
H  2.32  1.18  3.35  0.31
H  4.54  -3.80  -2.59  0.29
H  -1.78  3.36  -2.47  0.26
O  0.53  1.92  -4.81  -0.67
H  0.80  -0.89  2.22  0.34
H  -4.08  2.88  -1.97  0.22
H  3.34  2.95  -0.50  0.26
O  -0.10  -3.10  -4.17  -0.68
H  0.92  1.00  4.90  0.31
O  -1.06  2.96  3.60  -0.58
H  -0.09  2.55  -4.45  0.37
H  -1.48  2.85  4.46  0.29
O  -4.66  3.29  1.25  -0.66
H  0.79  -2.83  -3.93  0.32
O  -2.34  4.81  1.51  -0.59
O  -1.96  -2.58  2.12  -0.64
O  -3.45  3.53  -1.65  -0.61
H  -3.75  3.52  1.46  0.33
O  0.47  -1.25  3.04  -0.75
H  -1.80  5.20  0.83  0.24
H  -1.19  -4.35  -2.95  0.40
H  0.10  0.85  0.13  -0.10
H  2.25  4.58  0.30  0.32
H  -2.22  -2.12  -0.30  0.18
O  -1.42  -2.10  -0.81  -0.41
O  0.22  2.38  -0.82  -0.25
H  -2.64  5.55  2.04  0.29
H  -3.68  3.65  -0.73  0.32
H  3.36  0.09  3.47  0.28
H  -4.97  -2.92  2.93  0.30
O  -3.94  -4.87  -0.15  -0.57
O  1.12  2.15  2.23  -0.60
O  3.60  -3.91  -2.68  -0.64
O  3.27  0.23  0.86  -0.16
H  3.23  -3.05  -2.45  0.27
H  0.92  -0.75  3.72  0.32
H  0.82  3.10  -0.62  0.27
H  1.01  2.17  1.28  0.09
H  3.06  1.12  -2.09  0.33
H  -3.44  1.29  -3.95  0.25
H  -4.74  2.37  1.52  0.35
H  1.65  -1.25  -1.05  -0.02
H  0.39  1.48  6.24  0.26
O  2.39  -1.58  -1.56  -0.19
O  -0.77  -0.53  -2.80  -0.47

Calculated values
energy relative to the best compared isomer or geometry (same formula, charge and spin): 394.1 kJ/mol
calculated total energy: -2216.765831 Eh
total charge: 0
Kohn-Sham gap: 0.3255 hartree

=====

No. 5
Formula: H5N2O2P
Source: the Open Molecules 2025 dataset
Level of theory: ωB97M-V/def2-TZVPD

Last column: Mulliken charge in e.
Cartesian coordinates (Å):
H  -2.06  1.65  0.15  0.26
H  1.02  -0.28  -0.96  0.36
O  1.35  -0.11  0.96  -0.64
H  -2.66  0.87  1.53  0.24
N  -2.08  0.73  0.69  -0.38
O  -0.75  -0.12  -1.16  -0.58
H  2.62  0.00  -0.55  0.27
N  1.86  -0.55  -0.25  -0.24
P  -1.58  -0.68  -0.05  0.42
H  2.29  -1.51  -0.37  0.28

Calculated values
energy relative to the best compared isomer or geometry (same formula, charge and spin): 399.9 kJ/mol
calculated total energy: -604.269050 Eh
total charge: 0
SMILES: [NH3+][O-].NP=O
Kohn-Sham gap: 0.3143 hartree

=====

No. 6
Formula: H5N2PS
Source: the Open Molecules 2025 dataset
Level of theory: ωB97M-V/def2-TZVPD

Last column: Mulliken charge in e.
Cartesian coordinates (Å):
S  -2.47  -0.47  -0.04  -0.26
H  -2.53  -0.37  1.21  0.14
P  -0.80  0.82  -0.09  0.08
H  -1.18  1.03  -1.45  0.07
H  1.83  0.17  1.06  0.24
H  2.44  0.63  -0.42  0.24
N  0.64  -0.50  -0.42  -0.39
H  0.18  -1.21  0.11  0.29
N  1.89  -0.09  0.05  -0.42

Calculated values
energy relative to the best compared isomer or geometry (same formula, charge and spin): 241.6 kJ/mol
calculated total energy: -851.979401 Eh
total charge: 0
SMILES: NNPS
Kohn-Sham gap: 0.3347 hartree

=====

No. 7
Formula: H5N2PS
Source: the Open Molecules 2025 dataset
Level of theory: ωB97M-V/def2-TZVPD

Last column: Mulliken charge in e.
Cartesian coordinates (Å):
S  -1.21  -1.30  -0.86  -0.34
N  1.63  0.99  -0.39  -0.29
H  -0.94  1.34  1.64  0.21
H  -2.39  -0.81  -0.26  0.13
H  -0.35  -0.76  0.16  0.18
H  1.25  0.11  -0.30  0.17
N  -0.07  0.89  1.22  -0.53
H  2.30  1.08  -1.12  0.23
P  0.63  2.02  0.44  0.24

Calculated values
energy relative to the best compared isomer or geometry (same formula, charge and spin): 131.0 kJ/mol
calculated total energy: -852.021513 Eh
total charge: 0
SMILES: [H]/N=P/N.S
Kohn-Sham gap: 0.3509 hartree

=====

No. 8
Formula: H5N3P2
Source: the Open Molecules 2025 dataset
Level of theory: ωB97M-V/def2-TZVPD

Last column: Mulliken spin population.
Cartesian coordinates (Å):
P  2.79  -0.09  0.17  0.92
H  -2.19  0.96  -1.40  0.00
N  -0.98  -0.89  0.02  0.00
N  0.38  -1.01  -0.14  0.24
H  3.26  1.15  0.65  0.08
N  1.30  0.27  0.46  0.73
H  -1.89  1.51  0.50  0.01
H  0.70  -0.95  -1.19  0.00
H  -1.12  -1.26  1.03  0.00
P  -2.26  0.32  -0.10  0.02

Calculated values
energy relative to the best compared isomer or geometry (same formula, charge and spin): 76.3 kJ/mol
calculated total energy: -849.712107 Eh
total charge: 0
Kohn-Sham gap (spin up / spin down): 0.2810 / 0.2545 hartree
multiplicity: 3

=====

No. 9
Formula: H5NO
Source: the Open Molecules 2025 dataset
Level of theory: ωB97M-V/def2-TZVPD

Last column: Mulliken charge in e.
Cartesian coordinates (Å):
H  1.09  -0.66  -0.72  0.27
H  0.13  0.72  0.67  0.44
N  0.08  -0.55  -0.78  -0.79
H  -0.72  0.71  1.98  0.30
H  -0.19  0.05  -1.66  0.26
O  -0.11  1.25  1.44  -0.71
H  -0.28  -1.51  -0.93  0.23

Calculated values
energy relative to the best compared isomer or geometry (same formula, charge and spin): 21.5 kJ/mol
calculated total energy: -132.984694 Eh
total charge: 0
SMILES: N.O
Kohn-Sham gap: 0.4191 hartree

=====

No. 10
Formula: H5NO
Source: the Open Molecules 2025 dataset
Level of theory: ωB97M-V/def2-TZVPD

Last column: Mulliken charge in e.
Cartesian coordinates (Å):
H  0.62  1.88  -2.22  0.22
O  -1.31  -2.13  1.93  -0.64
H  -1.13  -2.72  1.16  0.32
H  1.26  2.18  -0.73  0.22
H  -0.45  -1.69  2.11  0.32
N  0.47  1.75  -1.21  -0.65
H  0.53  0.74  -1.03  0.21

Calculated values
energy relative to the best compared isomer or geometry (same formula, charge and spin): 28.0 kJ/mol
calculated total energy: -132.982197 Eh
total charge: 0
SMILES: N.O
Kohn-Sham gap: 0.4027 hartree

=====

No. 11
Formula: H5NO
Source: the Open Molecules 2025 dataset
Level of theory: ωB97M-V/def2-TZVPD

Last column: Mulliken charge in e.
Cartesian coordinates (Å):
H  -2.21  -0.58  -0.42  0.33
H  -0.81  -0.16  0.06  0.44
N  0.95  0.04  -0.10  -0.81
H  1.02  1.03  -0.13  0.22
O  -1.79  0.17  0.01  -0.69
H  1.92  -0.28  -0.29  0.25
H  0.92  -0.23  0.88  0.26

Calculated values
energy relative to the best compared isomer or geometry (same formula, charge and spin): 28.5 kJ/mol
calculated total energy: -132.982022 Eh
total charge: 0
SMILES: N.O
Kohn-Sham gap: 0.4218 hartree

=====

No. 12
Formula: H5NO
Source: the Open Molecules 2025 dataset
Level of theory: ωB97M-V/def2-TZVPD

Last column: Mulliken spin population.
Cartesian coordinates (Å):
H  -4.20  1.91  2.79  0.00
H  4.18  -2.02  -1.87  -0.02
H  3.26  -3.46  -2.14  -0.01
H  3.46  -1.93  -3.26  -0.01
H  -2.89  2.53  2.87  0.00
N  3.72  -2.64  -2.56  1.04
O  -3.74  2.70  2.46  0.00

Calculated values
energy relative to the best compared isomer or geometry (same formula, charge and spin): 42.7 kJ/mol
calculated total energy: -132.591830 Eh
total charge: +1
Kohn-Sham gap (spin up / spin down): 0.2941 / 0.0854 hartree
multiplicity: 2